--- P ---
{"formula": "C5H13N", "method": "ωB97M-V with the def2-TZVPD basis set", "symbols": ["H", "C", "H", "H", "H", "H", "H", "H", "H", "H", "N", "C", "H", "H", "C", "H", "C", "C", "H"], "coordinates": [[-1.71356, -1.51038, -0.15460], [-2.35210, -0.54492, -0.23418], [0.53720, -0.91234, 0.09733], [-2.65659, -0.45180, -1.29179], [-2.13568, 1.56670, 0.11089], [1.22148, 0.99156, 1.03034], [-1.16013, 0.46415, 1.19495], [2.28136, -0.83713, -1.03659], [-3.26167, -0.69540, 0.37581], [0.12102, 1.82904, -0.71151], [0.46195, -0.95097, 1.31512], [2.38255, 0.03451, -0.31162], [2.59215, 0.93683, -0.80016], [1.13152, -1.60325, 1.68938], [-1.52823, 0.63501, 0.15500], [3.28622, -0.13644, 0.28019], [1.10502, 0.13575, 0.49821], [-0.24071, 0.79081, -0.60328], [-0.07181, 0.25828, -1.60351]], "lowdin_charge": [0.0922, -0.1442, 0.1080, 0.0700, 0.1147, 0.0783, 0.0978, 0.1028, 0.0732, 0.0955, 0.0227, -0.0835, 0.0538, 0.0418, -0.3394, 0.0765, -0.4692, -0.1099, 0.1191], "e_lumo_ev": 1.034, "spin_multiplicity": 1, "e_homo_ev": -8.97}

---

--- Q ---
{"formula": "C5H13N", "method": "ωB97M-V with the def2-TZVPD basis set", "symbols": ["H", "H", "C", "H", "H", "H", "H", "H", "H", "C", "H", "C", "H", "H", "H", "N", "C", "C", "H"], "coordinates": [[-1.19226, -2.66556, 1.01015], [-0.61656, -1.92425, 2.32889], [-1.09896, -1.66443, 1.46778], [1.63489, -1.40384, 1.59723], [0.82479, 0.10898, 1.95284], [-1.49132, 0.05497, -0.97947], [-0.24871, 2.35761, -0.40840], [1.85636, -0.00198, 0.71406], [0.66576, 0.60874, -2.66822], [-0.69474, 0.27119, -0.27416], [1.37698, 1.54997, -0.33975], [-0.06586, -0.96004, 0.47286], [0.26532, -1.70651, -0.32830], [-1.44107, 0.74925, 0.51475], [0.57273, 2.24562, -2.66471], [0.28205, 1.39577, -2.23329], [0.22888, 1.46972, -0.74531], [1.28423, -0.55114, 1.30599], [-2.10253, -1.13519, 1.54103]], "lowdin_charge": [0.0691, 0.0200, -0.0699, 0.0149, 0.0642, 0.0949, 0.0760, -0.0052, 0.0375, -0.1853, 0.1360, -0.3474, 0.1282, 0.1215, 0.0452, -0.0245, -0.2442, -0.0246, 0.0937], "e_lumo_ev": 1.192, "spin_multiplicity": 1, "e_homo_ev": -8.76, "smiles": "CC(C)CCN"}

---

The most stable of them is Q.